An isolated ion of composition C4H9NO and charge +1, computed with ωB97M-V/def2-TZVPD.

Values from the calculation:
LUMO energy (alpha / beta)   -4.3 / -9.2 eV
ΔE to the lowest compared entry with this formula, charge and spin   26.0 kcal per mole
Gap between HOMO and LUMO (alpha / beta)   12.5024 / 7.3656 eV
E   -287.4594 Eh
E_HOMO (alpha / beta)   -16.756 / -16.529 eV

Structure (ORCA input):
```
! RIJCOSX wB97M-V def2-TZVPD def2/J DEFGRID3
* xyz 1 2
C -1.3095 0.1239 1.5542
N -0.4763 -0.9000 1.1038
C 0.0441 -1.0717 -0.2067
C 0.0855 0.1650 -1.0995
C 1.1949 1.1381 -0.7270
O -2.0079 -0.1350 2.4899
H -1.2853 1.0727 1.0126
H -0.4675 -1.6877 1.7594
H -0.6050 -1.8129 -0.7182
H 1.0307 -1.5428 -0.1190
H -0.8797 0.6554 -1.0595
H 0.1917 -0.2089 -2.1168
H 1.2708 1.3277 0.3493
H 2.1687 0.7605 -1.0299
H 1.0447 2.1157 -1.1927
*
```